1.
Entry from the OMol25 dataset: 8 unconnected molecules or ions with the total composition C42H96N4O8 at a distorted geometry (ωB97M-V/def2-TZVPD).

```
! wB97M-V def2-TZVPD RIJCOSX def2/J DEFGRID3
* xyz 1 2
C -16.6644 -13.8755 -15.4827
C -15.8647 -13.1835 -14.4150
C -16.4790 -13.5469 -13.0671
C -15.6340 -13.2371 -11.8520
C -14.2720 -13.8371 -11.9403
C -13.6323 -13.6035 -13.2910
N -14.5070 -13.6918 -14.4355
O -13.8939 -13.5550 -15.6642
C -12.9825 -12.2170 -13.2814
C -12.4958 -14.6718 -13.4492
C -15.8732 -11.6666 -14.6176
H -16.5203 -13.4367 -16.4700
H -17.7296 -13.8736 -15.2516
H -16.4819 -14.9448 -15.5897
H -17.4937 -13.1839 -12.9034
H -16.7251 -14.6086 -13.0855
H -16.0381 -13.6349 -10.9211
H -15.5854 -12.1482 -11.8530
H -14.2634 -14.8686 -11.5882
H -13.6983 -13.2421 -11.2296
H -12.2305 -12.2236 -12.4924
H -12.4314 -12.0609 -14.2088
H -13.6858 -11.4391 -12.9840
H -11.5207 -14.2957 -13.1398
H -12.7781 -15.6611 -13.0893
H -12.3854 -15.0211 -14.4758
H -15.1814 -11.2461 -15.3474
H -15.7614 -11.1764 -13.6504
H -16.8410 -11.3305 -14.9898
H -13.7722 -12.6029 -15.6503
C -8.7022 -8.6008 -9.7944
C -7.2249 -8.4649 -9.8599
C -6.8674 -6.9754 -10.3684
C -6.9848 -5.8599 -9.3300
C -6.2806 -6.2363 -8.0062
C -6.4669 -7.6333 -7.5031
N -6.4503 -8.6462 -8.6149
O -6.4075 -9.8742 -8.1530
C -5.2812 -7.9716 -6.5780
C -7.7917 -7.7258 -6.7024
C -6.6745 -9.4565 -11.0312
H -9.1318 -7.7806 -9.2192
H -8.8884 -9.4965 -9.2017
H -9.2069 -8.8089 -10.7378
H -5.8761 -7.0228 -10.8192
H -7.4865 -6.7734 -11.2425
H -7.9940 -5.4875 -9.1539
H -6.3768 -5.0140 -9.6507
H -6.6950 -5.5276 -7.2891
H -5.2089 -6.0379 -7.9910
H -4.3021 -8.1073 -7.0375
H -5.1238 -7.3488 -5.6975
H -5.5000 -8.9001 -6.0507
H -7.6039 -7.1145 -5.8197
H -8.6150 -7.2891 -7.2678
H -8.0400 -8.7308 -6.3612
H -5.6694 -9.2326 -11.3886
H -7.3902 -9.2331 -11.8224
H -6.7194 -10.5338 -10.8711
H -5.4903 -10.0565 -8.3703
C -6.6038 -15.5546 -14.8335
C -8.0374 -15.3023 -14.4869
C -8.4011 -15.6412 -12.9846
C -7.8956 -14.6690 -12.0141
C -8.4265 -13.2476 -12.3978
C -7.9847 -12.8342 -13.7972
N -8.3114 -13.9073 -14.8602
O -8.2439 -13.5341 -16.2028
C -8.6932 -11.5263 -14.1161
C -6.4496 -12.5876 -13.8538
C -8.9859 -16.2682 -15.3242
H -6.0187 -15.7214 -13.9291
H -6.1533 -14.7787 -15.4525
H -6.5463 -16.4520 -15.4494
H -9.4813 -15.7185 -12.8607
H -8.0331 -16.6175 -12.6693
H -6.8136 -14.6766 -11.8825
H -8.2658 -14.9000 -11.0153
H -7.9835 -12.5492 -11.6879
H -9.5081 -13.3058 -12.2754
H -9.7584 -11.7576 -14.1115
H -8.4665 -10.6212 -13.5527
H -8.4966 -11.2167 -15.1426
H -6.0029 -13.4336 -13.3314
H -6.0588 -12.5479 -14.8705
H -6.1786 -11.6912 -13.2960
H -8.8263 -16.0658 -16.3833
H -10.0426 -16.0050 -15.2780
H -8.9625 -17.3369 -15.1108
H -9.1010 -13.1329 -16.3635
C -12.3827 -6.7842 -7.4871
C -13.4211 -7.6801 -8.2927
C -12.6876 -8.6080 -9.3068
C -13.5572 -9.5881 -10.0710
C -14.5657 -10.2986 -9.1255
C -15.0822 -9.5123 -7.8556
N -14.1671 -8.4355 -7.3016
O -14.7343 -7.5820 -6.3172
C -16.5640 -8.9680 -8.1365
C -15.2145 -10.5473 -6.7250
C -14.3542 -6.7742 -8.9987
H -12.9613 -6.0465 -6.9309
H -11.6423 -6.2415 -8.0747
H -11.8804 -7.5308 -6.8721
H -12.0442 -8.0802 -10.0108
H -11.9737 -9.1477 -8.6846
H -12.9159 -10.2909 -10.6029
H -14.1984 -9.0497 -10.7689
H -14.1895 -11.2934 -8.8868
H -15.4100 -10.5281 -9.7756
H -16.9150 -8.4885 -7.2227
H -16.7237 -8.1789 -8.8713
H -17.1807 -9.7941 -8.4906
H -15.7823 -10.3132 -5.8245
H -15.6880 -11.4037 -7.2050
H -14.2586 -10.9183 -6.3554
H -15.0075 -7.3085 -9.6886
H -13.8521 -5.9195 -9.4520
H -15.1205 -6.2398 -8.4371
H -14.1796 -7.6473 -5.5364
O -10.6237 -11.0141 -10.8236
H -10.1001 -10.6934 -10.0893
H -10.7437 -11.9465 -10.6437
O -11.1443 -9.3320 -12.9699
H -10.2094 -9.1367 -13.0346
H -11.2119 -9.9412 -12.2347
C -9.4577 -11.3441 -7.4233
C -9.8359 -12.0946 -6.1036
C -11.0941 -11.5163 -5.4696
O -10.1284 -13.3770 -6.5822
H -9.3337 -10.2636 -7.3510
H -10.3243 -11.3120 -8.0836
H -8.5864 -11.7596 -7.9296
H -8.9746 -12.2043 -5.4447
H -11.3936 -12.1523 -4.6366
H -11.9716 -11.6340 -6.1054
H -10.9202 -10.5086 -5.0922
H -10.1205 -13.9756 -5.8317
C -10.9952 -15.7324 -9.8352
C -11.6008 -14.3526 -9.8442
C -12.7450 -14.3188 -8.8280
O -10.7128 -13.3631 -9.4940
H -11.0368 -16.1925 -8.8480
H -9.9713 -15.6535 -10.2006
H -11.5440 -16.3629 -10.5348
H -11.7697 -14.1106 -10.8935
H -12.4337 -14.1417 -7.7985
H -13.4179 -15.1757 -8.8588
H -13.4178 -13.4719 -8.9626
H -10.5140 -13.5135 -8.5670
*
```

As for the calculated total energy: -2478.238747 hartree. The expectation value of S² is 0.754. For the gap between HOMO and LUMO (alpha / beta), the calculation gives 7.2082 / 3.4138 eV.



2.
Entry from the OMol25 dataset: 8 unconnected molecules or ions with the total composition C42H97N3O8 at a distorted geometry (ωB97M-V/def2-TZVPD).

```
! wB97M-V def2-TZVPD RIJCOSX def2/J DEFGRID3
* xyz 0 1
C -3.3672 1.2525 -5.1700
C -3.6780 -0.0202 -4.4693
C -4.5991 -0.9067 -5.2987
O -2.4634 -0.7095 -4.2440
H -2.9198 0.9388 -6.0615
H -2.6326 1.8770 -4.5992
H -4.2312 1.8355 -5.4290
H -4.1407 0.2218 -3.5296
H -4.0477 -1.1507 -6.2453
H -5.5369 -0.4007 -5.5161
H -4.8519 -1.8221 -4.7049
H -2.2887 -1.3390 -4.9272
C -2.7264 -4.1176 0.1050
C -1.4655 -3.3233 0.1171
C -0.3650 -3.9967 0.8095
O -1.0484 -3.1385 -1.2520
H -3.4004 -3.9562 0.9640
H -2.5386 -5.1760 -0.1528
H -3.3532 -3.7427 -0.7280
H -1.4967 -2.3183 0.5704
H -0.5559 -4.2188 1.8614
H 0.5917 -3.4569 0.8584
H -0.0885 -4.8279 0.1784
H -1.3868 -2.2851 -1.6147
C 1.0735 3.6681 -5.8935
C 2.0797 2.5510 -5.8243
C 1.5062 1.1976 -6.4054
O 3.3338 2.9197 -6.3740
H 1.5058 4.6617 -5.8085
H 0.2751 3.5407 -5.1662
H 0.7097 3.6399 -6.9528
H 2.2914 2.3720 -4.7404
H 2.0848 0.3576 -6.0191
H 1.3885 1.1150 -7.5346
H 0.4612 1.1694 -6.0068
H 3.3178 2.9476 -7.3570
C 1.6939 4.4351 -0.6260
C 1.9005 4.8632 0.8682
C 0.9983 4.1957 1.9149
O 3.2674 4.6319 1.1604
H 0.6792 4.7394 -0.9152
H 1.8492 3.3701 -0.6955
H 2.3918 4.8215 -1.3346
H 1.7265 5.9515 0.8515
H 1.2647 4.5991 2.8829
H 0.9843 3.1346 1.9504
H -0.0273 4.5324 1.6807
H 3.6280 4.0415 0.4748
C -0.3279 1.5815 -2.2348
C -0.3112 0.2641 -1.4129
C -0.1183 0.4208 0.0829
O -1.5796 -0.3797 -1.4967
H -0.9611 2.4326 -1.8451
H -0.5374 1.3915 -3.2899
H 0.6909 1.9352 -2.1436
H 0.5006 -0.4108 -1.8568
H 0.6698 1.0971 0.3387
H 0.1015 -0.4994 0.5478
H -1.0649 0.8356 0.5122
H -1.8853 -0.3959 -2.4638
C -4.2036 1.5033 0.4163
C -5.1179 0.3300 0.6331
C -4.4301 -0.9953 0.7319
C -3.5798 -1.1841 1.9844
C -4.4789 -0.9591 3.2681
C -5.1557 0.4045 3.2653
N -5.8829 0.4457 1.9129
O -6.5371 1.7318 1.8360
C -6.3665 0.4225 4.2386
C -4.1724 1.5390 3.6170
C -6.0946 0.2582 -0.5067
H -3.3394 1.4641 1.1041
H -4.7865 2.3706 0.6878
H -3.8006 1.4909 -0.5936
H -5.2727 -1.6950 0.7381
H -3.9007 -1.1340 -0.2526
H -2.6826 -0.5183 2.1077
H -3.1733 -2.2141 1.9829
H -3.8541 -1.1544 4.1192
H -5.2959 -1.7321 3.3430
H -6.0157 0.3834 5.2335
H -6.9380 1.3227 4.1721
H -7.0250 -0.4062 4.0811
H -4.6615 2.4896 3.4804
H -3.9797 1.3336 4.7211
H -3.2726 1.4727 3.0831
H -6.8936 -0.4438 -0.2875
H -5.7300 -0.0065 -1.4972
H -6.4095 1.2732 -0.6786
H -7.4589 1.4761 1.8927
C 3.1459 -1.7318 -3.3127
C 3.9647 -1.9219 -2.0544
C 5.5066 -2.0516 -2.2598
C 6.1631 -0.7647 -2.6561
C 5.9147 0.2256 -1.5152
C 4.4379 0.4473 -1.2569
N 3.9131 -0.8921 -0.9858
O 2.5517 -0.7382 -0.6420
C 4.3122 1.2203 0.1162
C 3.7576 1.3254 -2.3285
C 3.4564 -3.2112 -1.3598
H 2.9361 -2.7096 -3.7821
H 3.4485 -0.9876 -4.0472
H 2.1955 -1.3866 -2.9462
H 5.8421 -2.3910 -1.2599
H 5.7574 -2.8748 -2.9113
H 5.7750 -0.4182 -3.5787
H 7.2086 -1.0796 -2.8572
H 6.4167 1.1647 -1.7513
H 6.3954 -0.1394 -0.6305
H 4.9821 2.0882 0.0981
H 3.2860 1.5218 0.3216
H 4.6531 0.6587 0.9619
H 2.6814 1.3320 -2.1560
H 3.9924 2.3744 -2.2343
H 3.9631 1.1660 -3.3822
H 3.8268 -4.0777 -1.9811
H 2.4015 -3.4187 -1.2706
H 3.9190 -3.4196 -0.3757
H 2.5751 -0.8310 0.3058
C 2.7547 -1.5469 2.5807
C 2.7900 -0.8360 3.9843
C 2.2297 0.5780 3.8517
C 0.7271 0.5111 3.7606
C 0.1482 -0.0859 5.0389
C 0.5311 -1.5327 5.1182
N 2.0576 -1.4790 5.1243
O 2.4437 -2.8638 5.1565
C 0.1262 -2.1648 6.4349
C -0.0290 -2.4345 3.9650
C 4.2749 -0.8797 4.4268
H 3.4899 -1.1124 1.9355
H 1.7930 -1.5154 2.0835
H 3.0520 -2.5718 2.7473
H 2.5312 1.2054 4.7006
H 2.6535 1.0685 2.9772
H 0.4240 -0.1411 2.9233
H 0.2919 1.4970 3.5641
H -0.9709 -0.0983 4.9169
H 0.5022 0.4973 5.8885
H 0.6978 -1.7967 7.3183
H -0.8986 -1.8875 6.6693
H 0.2194 -3.2684 6.4847
H 0.0325 -2.0439 2.9727
H 0.4928 -3.3685 4.0823
H -1.0595 -2.7666 4.1849
H 4.7733 -1.8415 4.1894
H 4.3353 -0.8115 5.5284
H 4.8264 -0.0593 3.9164
H 2.9191 -2.9467 5.9822
*
```

As for the calculated total energy: -2424.448378 hartree. The SMILES is CC1(C)CCCC(C)(C)N1O.CC1(C)CCCC(C)(C)N1O.CC1(C)CCCC(C)(C)N1O.CC(C)O.CC(C)O.CC(C)O.CC(C)O.CC(C)O. For the gap between HOMO and LUMO, the calculation gives 9.2476 eV.



3.
Entry from the OMol25 dataset: 8 unconnected molecules or ions with the total composition C43H100NO9 at a distorted geometry (ωB97M-V/def2-TZVPD).

```
! wB97M-V def2-TZVPD RIJCOSX def2/J DEFGRID3
* xyz 1 1
C 1.2963 -4.1230 2.3622
C 2.7738 -3.8773 2.0191
C 3.3110 -2.4644 2.3464
C 2.3754 -1.3098 1.9732
C 2.8436 0.0168 2.6677
C 3.4478 1.0634 1.7020
C 2.4164 1.8676 0.8888
C 1.5984 2.8238 1.7683
C 0.9262 3.9812 0.9390
C -0.4428 4.3795 1.4828
N -0.4588 4.6683 2.9594
C -1.2064 3.5052 3.5674
C -1.9284 2.7397 2.4076
C -1.7254 3.5903 1.0897
C -2.9280 4.6028 1.1418
C -4.3151 3.9444 0.8874
C -5.3527 4.1851 2.0217
C -5.8821 2.9188 2.7239
C -6.0728 1.7021 1.8010
C -4.9939 0.6277 2.1355
C -1.5757 2.7779 -0.2077
C -1.9101 3.6492 -1.4479
C -1.6622 2.8478 -2.7616
C -0.1522 2.6533 -3.0612
C 0.1741 1.3707 -3.9054
C 1.2911 0.5025 -3.2489
C 0.7958 -0.7950 -2.5728
C -0.5522 -0.6707 -1.8377
O -0.6162 -1.6303 -0.7645
C -0.8343 -1.0987 0.4411
C -1.6395 -1.9898 1.3664
O -0.4262 -0.0274 0.8098
H 1.0998 -4.0410 3.4374
H 1.0615 -5.1546 2.0709
H 0.6014 -3.4594 1.8433
H 2.9178 -4.1704 0.9844
H 3.3543 -4.5893 2.6176
H 3.5575 -2.4376 3.4115
H 4.2484 -2.3461 1.7934
H 1.3596 -1.4914 2.3244
H 2.3013 -1.1665 0.8897
H 3.6203 -0.2818 3.3767
H 2.0036 0.4229 3.2395
H 4.1457 0.6004 0.9945
H 4.0644 1.7431 2.3052
H 2.9822 2.5011 0.1892
H 1.7809 1.2347 0.2613
H 2.3272 3.3141 2.4256
H 0.8572 2.2788 2.3603
H 1.5912 4.8499 1.0083
H 0.9114 3.7047 -0.1142
H -0.5999 5.3744 1.0356
H 0.4867 4.8238 3.2993
H -1.0478 5.4907 3.0275
H -0.5821 2.8720 4.1905
H -2.0248 3.9629 4.1235
H -2.9566 2.7143 2.7758
H -1.5693 1.7102 2.3398
H -2.7475 5.3577 0.3693
H -2.9050 5.0883 2.1259
H -4.1383 2.8958 0.6455
H -4.7104 4.4136 -0.0174
H -4.8541 4.7925 2.7912
H -6.1621 4.8193 1.6567
H -6.8679 3.1750 3.1306
H -5.2727 2.7027 3.6081
H -7.0336 1.2247 1.9771
H -5.9191 1.9381 0.7522
H -4.3915 0.8906 3.0098
H -4.2981 0.4870 1.3025
H -5.4473 -0.3434 2.3549
H -2.3443 1.9949 -0.1917
H -0.6213 2.2620 -0.2845
H -2.9697 3.9179 -1.4223
H -1.3389 4.5851 -1.4478
H -2.1866 3.3190 -3.5953
H -2.1013 1.8527 -2.6217
H 0.4422 2.6052 -2.1427
H 0.2355 3.4968 -3.6398
H -0.7049 0.7429 -4.0756
H 0.5383 1.6922 -4.8830
H 1.9746 0.2100 -4.0521
H 1.8665 1.1180 -2.5489
H 1.5423 -1.0878 -1.8295
H 0.6799 -1.5807 -3.3211
H -0.7854 0.3454 -1.5252
H -1.3279 -0.9557 -2.5569
H -2.7025 -1.9542 1.1495
H -1.4988 -1.6876 2.4049
H -1.2535 -3.0091 1.2723
C -5.6398 -0.6779 -2.6544
C -6.6630 -0.4615 -1.5547
O -6.8077 0.9252 -1.2472
H -4.6709 -0.2711 -2.3574
H -5.5216 -1.7391 -2.8778
H -5.9409 -0.1622 -3.5691
H -6.3495 -0.9606 -0.6381
H -7.6361 -0.8652 -1.8496
H -7.0970 1.3742 -2.0473
C 1.3734 -9.6878 1.2436
C 1.8111 -8.3148 0.7698
O 1.7181 -7.3502 1.8189
H 0.3473 -9.6536 1.6107
H 1.4337 -10.4192 0.4366
H 2.0018 -10.0295 2.0694
H 1.1705 -7.9686 -0.0402
H 2.8428 -8.3465 0.4039
H 2.2921 -7.6441 2.5327
C 3.4502 -2.4022 -7.5504
C 2.7295 -1.9942 -6.2798
O 2.3587 -0.6154 -6.3182
H 4.3417 -1.7924 -7.6967
H 3.7444 -3.4524 -7.5119
H 2.8125 -2.2507 -8.4248
H 3.3742 -2.1279 -5.4172
H 1.8284 -2.6019 -6.1364
H 1.7802 -0.4827 -7.0748
C 0.7563 -1.6872 5.7517
C 1.5935 -2.8505 6.2497
O 1.5012 -2.9756 7.6646
H 1.0835 -0.7560 6.2170
H 0.8333 -1.5849 4.6659
H -0.2954 -1.8272 6.0162
H 2.6432 -2.6973 6.0027
H 1.2603 -3.7841 5.7848
H 0.5775 -3.1221 7.8879
C -3.0277 1.3001 6.0686
C -4.3188 1.9938 6.4636
O -4.2383 3.4028 6.2480
H -2.1884 1.6986 6.6410
H -3.0930 0.2251 6.2411
H -2.8084 1.4690 5.0085
H -4.5239 1.8409 7.5210
H -5.1629 1.5974 5.8895
H -4.0788 3.5421 5.3101
C 6.4447 1.2288 -8.9508
C 6.1232 0.3576 -10.1511
O 4.7577 -0.0531 -10.1408
H 6.2364 0.6917 -8.0245
H 7.4933 1.5306 -8.9541
H 5.8244 2.1285 -8.9497
H 6.7285 -0.5474 -10.1389
H 6.3284 0.8955 -11.0824
H 4.2148 0.7400 -10.1634
C 5.9554 -1.9910 -1.8726
C 4.5639 -1.8375 -2.4535
O 4.3288 -2.8001 -3.4737
H 6.7068 -1.8830 -2.6562
H 6.1442 -1.2449 -1.1010
H 6.0846 -2.9832 -1.4353
H 4.4480 -0.8533 -2.9078
H 3.8025 -1.9479 -1.6721
H 4.4174 -3.6735 -3.0819
*
```

As for the calculated total energy: -2429.972188 hartree. For the gap between HOMO and LUMO, the calculation gives 8.8340 eV.



Look up the calculated total energy of the second one. -2424.448378 hartree



Which value of calculated total energy does entry 2 give? -2424.448378 hartree